Entry from OMol25: a molecular structure, C14H27BrCrNO9P2Si2Te at a distorted geometry (wB97M-V/def2-TZVPD).

## Properties
Kohn-Sham gap (spin up / spin down) in Eh: 0.287 / 0.289
Charge: 0
E in eV: -174973.7735
Energy relative to the best compared isomer or geometry (same formula, charge and spin) in eV: 2.069
2S+1: 4
E_LUMO (spin up / spin down) in Ha: -0.0486 / -0.0539

Each line ends with the natural charge from an NBO analysis.
Cartesian coordinates (Å):
H (-16.1010, -6.0717, -5.1307)  0.250
Te (-14.5323, -10.1112, -5.7255)  0.740
H (-11.8436, -6.4955, -3.5773)  0.239
C (-13.3097, -12.2615, -8.9003)  -1.101
C (-13.6073, -11.6061, -2.2732)  0.741
H (-13.5794, -8.8215, -10.3538)  0.241
P (-15.8430, -14.5034, -6.6050)  2.554
N (-12.0601, -12.1159, -4.0852)  -0.525
H (-16.2270, -7.8863, -4.9009)  0.234
H (-14.9691, -5.7953, -1.9896)  0.250
O (-15.3260, -15.5501, -5.4684)  -1.075
C (-10.7653, -12.3012, -4.5379)  0.185
Si (-12.8849, -10.3679, -8.7739)  1.612
C (-12.7145, -6.1625, -4.1560)  -1.132
C (-15.5422, -7.0304, -5.1317)  -1.125
H (-14.4590, -8.6477, -8.7771)  0.230
O (-17.4022, -14.3778, -6.4275)  -0.970
P (-13.7256, -15.8548, -5.3690)  2.564
O (-13.4397, -16.8333, -4.3638)  -1.075
H (-8.8694, -11.0917, -2.0117)  0.239
H (-14.2252, -9.6539, -3.1790)  0.267
H (-12.4700, -6.2458, -5.2348)  0.229
H (-11.1172, -10.4191, -10.4941)  0.244
H (-10.8092, -9.0127, -9.5837)  0.243
H (-15.2796, -7.2046, -6.2136)  0.238
Si (-14.1363, -7.2587, -3.8955)  1.681
O (-15.4829, -14.8810, -8.0025)  -1.139
H (-13.9151, -12.6925, -8.1160)  0.254
C (-14.6629, -6.8487, -2.1892)  -1.139
C (-13.7381, -9.0554, -3.9925)  -1.158
H (-13.9231, -12.4993, -9.8024)  0.250
C (-12.1536, -11.6592, -2.7737)  0.131
O (-13.3026, -16.1318, -6.8616)  -1.015
H (-15.5779, -7.4625, -1.9605)  0.239
H (-8.7398, -11.7648, -4.3616)  0.250
O (-15.2922, -13.1855, -6.0586)  -1.142
H (-10.4363, -10.4601, -8.9013)  0.239
O (-13.8686, -11.2564, -1.1363)  -0.566
O (-13.1349, -14.4469, -4.9771)  -1.105
H (-13.9168, -15.8482, -7.5545)  0.544
H (-13.8550, -7.1518, -1.4585)  0.244
H (-11.2981, -10.7690, -0.9983)  0.270
H (-12.3946, -8.8458, -6.8532)  0.246
H (-12.1056, -10.5438, -6.3242)  0.230
H (-17.7997, -14.4702, -7.2800)  0.513
Br (-10.5258, -13.0133, -6.2921)  0.149
C (-11.1954, -10.0574, -9.5155)  -1.120
Cr (-13.8482, -12.7383, -4.7906)  1.428
C (-9.6895, -11.8554, -3.8436)  -0.282
C (-9.7953, -11.4291, -2.5168)  -0.101
C (-11.0886, -11.3011, -1.9212)  -0.213
C (-12.7814, -9.8754, -6.8640)  -1.137
H (-12.6764, -9.2745, -3.9109)  0.246
H (-12.7799, -5.1445, -4.0160)  0.250
C (-14.1778, -9.3073, -9.6157)  -1.101
H (-15.0176, -9.7856, -9.9651)  0.245
H (-12.3941, -12.8118, -8.9501)  0.230
O (-14.4354, -12.1714, -3.1299)  -0.718